# C25H33CsF6I2N3O5PS3

A structure of composition C25H33CsF6I2N3O5PS3 (ωB97M-V/def2-TZVPD, OMol25).

The geometry in XYZ format:
```
79
C25H33CsF6I2N3O5PS3 ωB97M-V/def2-TZVPD
C -1.69062 -1.94162 -2.66969
H 5.05476 -3.43036 0.28514
Cs -0.90485 1.42471 1.58915
S -2.15424 5.21452 1.68248
H -2.34445 -4.69997 -4.28830
O -2.07404 6.43465 0.93075
H -2.37673 -1.38171 -3.29256
I 3.61966 0.51496 3.73880
H 0.85314 -0.95219 -4.07963
H -3.22574 0.89668 -0.41044
S -3.26401 0.68210 3.97553
H 2.33166 -3.39401 3.57236
P -0.69665 0.58221 -1.85796
H -0.02613 1.95591 -3.70432
N -3.57176 0.12079 2.65772
F -0.25416 5.57062 6.03341
C 0.30611 -2.07245 2.36951
H 2.18924 0.40492 -2.29884
C -0.88239 -4.02540 -1.89611
H -0.51134 -2.60086 1.87297
H -0.91166 -5.11315 -1.88409
H -3.41664 -3.31395 -4.09876
C 4.84006 -4.20213 2.88720
F -4.70364 5.08219 1.17324
O -1.96498 1.38377 4.22974
C -2.81405 1.20770 -3.86183
H 0.26070 -2.26999 3.44024
H 3.65577 -1.01637 -1.58823
C 4.09495 -3.15470 0.71628
C -3.90372 5.13095 2.24789
C -0.77903 -1.23653 -1.88928
H 4.44571 -2.58657 -1.80430
H -4.39790 1.28553 -1.66155
H 4.36740 -4.89780 3.58363
C 2.57664 -3.14089 2.54398
F -4.23637 6.21658 2.95654
C 3.52237 -2.09580 -1.48867
H 1.02957 0.34191 -5.27823
H 5.54646 -4.76607 2.27443
C 1.93120 -2.08695 0.45592
C -2.80625 -4.03499 -3.55064
O 0.88338 5.97306 3.55641
C 3.18289 -2.46024 -0.07068
H 1.85429 1.37458 1.95772
C -3.46471 0.74951 -1.46566
C -0.34761 4.45591 5.28799
H 2.71854 -2.37870 -2.17137
H -2.21369 2.31436 -2.16468
H 5.41745 -3.48724 3.48101
N -1.48803 5.29198 3.09289
H -3.64845 -0.31697 -1.60469
H -2.04917 1.59034 -4.53862
C 0.14679 -1.95249 -1.05019
H -3.48729 -4.64573 -2.94920
H 2.47891 1.53412 -3.63864
C 3.81650 -3.50245 2.03156
H -3.08408 0.20489 -4.19298
C 0.04200 -3.38159 -1.10699
H -3.70353 1.83528 -3.98267
H -0.57585 -0.25637 -4.82150
C 0.41843 -0.01858 -4.44291
F -1.53519 3.92143 5.49943
N 1.04635 -1.31356 -0.29447
O -1.95049 3.98223 0.95926
F 0.59858 3.61042 5.70163
H 2.80850 0.03694 1.24909
H 1.81783 2.10716 -2.09368
F -4.12775 4.05482 2.98990
C 1.63782 -2.45108 1.78658
I 3.97296 2.36428 0.71132
O 0.43109 3.65382 2.88847
C 2.84231 0.95757 1.81911
C 1.80371 1.28657 -2.81190
C -1.78349 -3.32639 -2.70209
C 0.38798 1.01479 -3.32133
S -0.03516 4.87238 3.50021
H 0.12074 -1.01461 2.19193
C -2.36245 1.25231 -2.39996
H 0.71581 -3.96902 -0.49375
```

- Multiplicity: 1
- Calculated total energy: -116019.43010 eV
- Charge: -2

Results of the Mulliken charge analysis, in e, for atoms 1 through 4: C 0.667; H 0.310; Cs 1.683; S 0.798